Entry 1:
Formula: C12H17NO2
Source: the Open Molecules 2025 dataset
Level of theory: ωB97M-V with the def2-TZVPD basis set

Structure (ORCA input):
```
! RIJCOSX wB97M-V def2-TZVPD def2/J DEFGRID3
* xyz 0 1
C -0.5945 1.4349 1.6369
C -1.6214 0.3254 1.5952
C 0.0951 -1.3601 -0.7698
H 0.4399 1.2869 1.2000
H -2.4164 -0.8751 -0.0336
C 1.3986 0.9458 -1.4855
N -1.1494 -0.7831 2.3011
H 2.0664 1.7798 -1.6279
H -0.8689 2.2698 1.0587
C 1.3052 -3.1284 0.4875
H 3.2123 -0.2475 -0.9411
H -0.8127 -2.8292 0.8008
C 0.1687 3.2431 -2.0725
H 1.4379 -4.1859 0.5001
H -2.6011 0.6557 2.0226
H -1.8414 -1.0964 2.9489
C 1.4681 -1.3436 -0.8782
C 2.1577 -0.2398 -1.2389
C -0.1071 -2.6754 -0.0635
C 0.0128 1.0871 -1.2567
H 0.9540 3.2318 -1.3038
H -0.1145 -0.7166 2.4986
H -0.2756 -3.4771 -0.9472
O 2.1433 -2.4955 -0.4621
H 0.7498 2.8807 -2.9264
H 1.5179 -2.6695 1.5412
C -1.8859 0.0290 -0.0632
O -0.6756 2.1929 -1.6220
H -2.5168 0.7963 -0.4665
H -0.4112 4.1818 -2.3321
H -0.6064 1.8848 2.6682
C -0.6289 -0.1022 -0.7690
*
```

Properties
relative energy (zero: lowest compared OMol25 entry of this formula, charge and spin)	72.1	kcal per mole
gap between HOMO and LUMO	0.3190	hartree

Atom charges from the Löwdin analysis, given in e for atoms 1 to 8: -0.087 -0.401 -0.077 0.106 0.086 -0.024 0.031 0.088

***

Entry 2:
Formula: C13H16BiClN3O7S2
Source: the Open Molecules 2025 dataset
Level of theory: ωB97M-V with the def2-TZVPD basis set

Structure (ORCA input):
```
! RIJCOSX wB97M-V def2-TZVPD def2/J DEFGRID3
* xyz 1 1
C -1.5164 -3.1236 -2.5761
C -0.5954 2.4014 -3.1595
H -2.4985 -2.7068 -2.8119
C 0.9757 2.8302 -1.6599
H 1.1130 -1.1098 -1.3597
Bi -1.4632 1.3288 -0.1988
H -1.4992 1.9745 -3.5677
C 0.5470 -1.9315 -3.4558
C -0.6006 -0.5057 4.2659
H 2.8849 -1.7979 5.0863
O 0.6466 0.6035 0.0328
C 0.6750 -1.9551 -1.8966
N 1.0434 0.2021 1.2071
O -1.8582 4.8575 1.7825
O 0.1964 5.0320 0.6457
O -0.5988 2.9041 1.2608
O -1.5410 -0.6859 -1.4197
H 0.1023 -4.0604 -3.7259
C 0.8378 -1.6103 5.7695
N -0.1744 2.1945 -1.8678
H 0.2141 3.2574 -4.9092
S -0.9029 -2.0916 -1.1886
H -1.0242 -0.8321 6.3349
C 0.3115 3.0660 -3.8959
O -1.1795 0.0865 1.6186
C 0.3693 -0.5645 3.2892
H -1.5745 -4.1032 -2.2319
O -1.6327 3.9771 -0.4135
H 1.0295 -1.9781 6.7450
N 0.0884 -0.0401 1.9947
C -0.3609 -1.0407 5.5168
H -1.5105 0.1012 4.0288
H 1.2579 -2.8361 -1.4714
S 1.6282 3.5733 -3.0176
C 1.6245 -1.0466 3.5852
H 1.3715 -2.2156 -3.9936
H 2.3184 -0.9947 2.7916
H 1.5036 2.9056 -0.7007
H -0.8805 -2.8832 -4.6493
C -0.4531 -3.0627 -3.6854
Cl -0.9927 4.3145 0.8314
H 0.2287 -0.9238 -3.7710
C 1.8895 -1.5101 4.8408
*
```

Properties
relative energy (zero: lowest compared OMol25 entry of this formula, charge and spin)	11.5	kcal per mole
gap between HOMO and LUMO	0.3299	hartree

Atom charges from the Löwdin analysis, given in e for atoms 1 to 8: -0.261 -0.205 0.105 -0.454 0.065 1.957 0.129 -0.178

***

Entry 3:
Formula: C6H21NO5
Source: the Open Molecules 2025 dataset
Level of theory: ωB97M-V with the def2-TZVPD basis set

Structure (ORCA input):
```
! RIJCOSX wB97M-V def2-TZVPD def2/J DEFGRID3
* xyz 0 1
H -0.5707 2.3461 -1.2070
H 2.6854 0.1794 -1.7441
H -2.4522 0.2830 1.1225
O 1.1128 -2.6029 3.3193
N 0.1813 1.2511 0.3496
H 0.7437 -2.9763 0.1604
H -0.2707 1.6945 2.2677
H 0.4473 0.9707 -1.7094
H 0.9634 2.6958 1.3285
H 2.1372 2.3989 -1.9947
O -3.2792 0.0757 0.8809
H -0.4292 -2.6689 1.3024
C 0.1880 -0.1023 0.7468
C 1.5826 2.6275 -1.0965
H 1.2087 3.7215 -1.1745
C 0.2579 1.7438 -0.9596
H -3.3084 -0.9581 1.1025
H 2.3687 2.6482 -0.2588
C -0.2090 -2.5431 0.3122
H 2.2410 -0.8754 -0.9355
H -1.3953 -0.7352 -0.4614
H 0.8203 -1.7564 2.9873
H -2.2016 -0.9616 -3.3045
H -0.9970 -3.1574 -0.3267
H -0.6320 3.1005 0.9653
O 2.1110 -0.6485 -1.8208
O 0.6240 -0.3475 1.8448
C -0.2823 -1.0961 -0.2291
H 0.0823 -1.1317 -1.3560
H -3.3170 -1.6156 -2.3264
C -0.0214 2.2524 1.3582
H 2.0323 -2.5991 3.2310
O -2.4220 -1.2129 -2.3744
*
```

Properties
relative energy (zero: lowest compared OMol25 entry of this formula, charge and spin)	92.5	kcal per mole
gap between HOMO and LUMO	0.3409	hartree

Atom charges from the Löwdin analysis, given in e for atoms 1 to 8: 0.100 0.084 -0.081 -0.042 -0.161 0.058 0.103 0.095

***

Entry 4:
Formula: C6H16NO2
Source: the Open Molecules 2025 dataset
Level of theory: ωB97M-V with the def2-TZVPD basis set

Structure (ORCA input):
```
! RIJCOSX wB97M-V def2-TZVPD def2/J DEFGRID3
* xyz 1 1
C 1.8097 -1.3500 0.3906
H 1.0968 -0.3034 -2.1794
C -1.4997 0.2700 -0.7263
H -3.0862 0.3050 0.7374
H -0.9178 1.2193 -0.5979
H 2.5374 1.0684 0.9153
H -1.3915 -0.1335 -1.8411
H -3.3329 1.5537 -0.5476
H 1.2021 0.7889 1.9763
C 1.3240 0.4444 -1.3943
C -2.9734 0.5517 -0.3344
H 0.9391 1.8693 0.6159
O -0.9789 -1.9635 -0.3084
H 0.5516 1.2899 -1.4748
H -1.1237 -1.5290 1.8206
C -0.9395 -0.7551 0.1482
H 2.3482 0.7327 -1.6725
C 1.4830 0.9540 0.9752
H 1.3352 -1.8897 1.2634
H -3.5135 -0.1973 -0.8746
N 1.1416 -0.1214 -0.0627
H 1.6571 -2.1090 -0.4189
H -1.2826 -2.1684 -1.2410
H 2.8930 -1.2836 0.4725
O -0.9475 -0.6371 1.4349
*
```

Properties
relative energy (zero: lowest compared OMol25 entry of this formula, charge and spin)	47.5	kcal per mole
gap between HOMO and LUMO	0.3861	hartree

Atom charges from the Löwdin analysis, given in e for atoms 1 to 8: -0.071 0.102 -0.157 0.094 0.111 0.086 0.176 0.093

***

Entry 5:
Formula: C4H8N2
Source: the Open Molecules 2025 dataset
Level of theory: ωB97M-V with the def2-TZVPD basis set

Structure (ORCA input):
```
! RIJCOSX wB97M-V def2-TZVPD def2/J DEFGRID3
* xyz 0 1
C 0.4165 0.6187 1.8383
H 1.6735 0.0742 -1.3243
H -1.2893 0.8854 -0.7502
H 0.3751 1.7056 1.7450
C 0.6481 0.2589 -1.6330
N -0.2367 -0.9103 -1.4709
H 0.1314 -1.4984 -0.5878
H 0.5098 0.7950 -2.5661
H -0.8869 -0.8319 2.4542
C -0.3857 0.2984 -0.5839
H 1.1696 0.2768 2.5497
N -0.8906 -0.0351 1.8202
H -0.8844 -1.1786 -2.2116
C 0.0657 -0.2977 0.7239
*
```

Properties
relative energy (zero: lowest compared OMol25 entry of this formula, charge and spin)	119.3	kcal per mole
gap between HOMO and LUMO	0.2874	hartree

Atom charges from the Löwdin analysis, given in e for atoms 1 to 8: -0.227 0.117 0.145 0.087 -0.080 0.021 0.155 0.113

***

Entry 6:
Formula: C4H6BrF
Source: the Open Molecules 2025 dataset
Level of theory: ωB97M-V with the def2-TZVPD basis set

Structure (ORCA input):
```
! RIJCOSX wB97M-V def2-TZVPD def2/J DEFGRID3
* xyz 0 1
F 1.1679 0.4257 1.8693
H -0.1480 1.3537 0.9492
H 2.0393 -0.0217 -0.7876
C 0.9112 1.0897 0.6944
H -0.5491 -2.4529 -0.4959
H 0.6237 -0.8243 -0.2822
H 1.5334 2.0268 0.5957
Br -3.2137 0.5575 -0.1317
H 0.1764 0.3561 -1.3945
C -2.1138 -0.8896 -0.2076
C -1.3594 -1.8261 -0.2576
C 0.9321 0.2051 -0.5513
*
```

Properties
relative energy (zero: lowest compared OMol25 entry of this formula, charge and spin)	54.3	kcal per mole
gap between HOMO and LUMO	0.3904	hartree

Atom charges from the Löwdin analysis, given in e for atoms 1 to 8: -0.070 0.099 0.098 -0.287 0.034 0.010 0.122 0.745

***

Record order is preserved below.
LUMO energy: 0.92; -3.03; 0.36; -3.21; 0.77; 0.56 eV